(1)
{"formula": "C3H6N2O", "method": "wB97M-V/def2-TZVPD", "charge": 0, "homo_lumo_gap_ha": 0.338, "homo_energy_ev": -8.53, "e_above_lowest_kcal_mol": 90.7, "symbols": ["N", "C", "O", "N", "C", "C", "H", "H", "H", "H", "H", "H"], "xyz": [[-0.80, 1.82, -0.41], [0.02, 0.74, -0.59], [0.56, 0.45, -1.64], [0.17, -0.03, 0.59], [0.88, -1.32, 0.51], [-0.55, -1.72, 0.51], [-0.94, 2.20, 0.51], [-0.84, 2.47, -1.18], [1.46, -1.34, -0.41], [1.49, -1.50, 1.40], [-0.86, -1.71, -0.54], [-0.59, -0.05, 1.27]]}

***

(2)
{"formula": "C7H6Br3N", "method": "wB97M-V/def2-TZVPD", "charge": 0, "homo_lumo_gap_ha": 0.196, "homo_energy_ev": -7.45, "e_above_lowest_kcal_mol": 79.3, "symbols": ["C", "C", "C", "C", "C", "C", "C", "N", "Br", "Br", "Br", "H", "H", "H", "H", "H", "H"], "xyz": [[-0.96, 0.86, -0.84], [-0.77, -0.45, -0.58], [-0.26, 1.85, -0.17], [0.21, -0.92, 0.32], [0.78, 1.48, 0.69], [1.04, 0.09, 1.00], [3.87, -0.17, -0.16], [2.07, -0.16, 1.83], [3.02, 0.46, -1.68], [4.88, 1.12, 0.75], [4.80, -1.83, -0.36], [-1.47, 1.21, -1.69], [-1.32, -1.04, -1.18], [-0.36, 2.93, -0.35], [0.43, -2.02, 0.28], [1.42, 2.17, 1.16], [1.89, -1.16, 2.10]]}

***

(3)
{"formula": "C18H54O9", "method": "wB97M-V/def2-TZVPD", "charge": 0, "homo_lumo_gap_ha": 0.348, "homo_energy_ev": -9.39, "e_above_lowest_kcal_mol": 77.9, "smiles": "CCO.CCO.CCO.CCO.CCO.CCO.CCO.CCO.CCO", "symbols": ["C", "C", "O", "H", "H", "H", "H", "H", "H", "C", "C", "O", "H", "H", "H", "H", "H", "H", "C", "C", "O", "H", "H", "H", "H", "H", "H", "C", "C", "O", "H", "H", "H", "H", "H", "H", "C", "C", "O", "H", "H", "H", "H", "H", "H", "C", "C", "O", "H", "H", "H", "H", "H", "H", "C", "C", "O", "H", "H", "H", "H", "H", "H", "C", "C", "O", "H", "H", "H", "H", "H", "H", "C", "C", "O", "H", "H", "H", "H", "H", "H"], "xyz": [[-0.37, 0.27, 0.53], [-0.37, 1.24, -0.62], [0.74, 0.93, -1.47], [-0.68, -0.74, 0.26], [-1.05, 0.65, 1.30], [0.65, 0.17, 0.90], [-0.34, 2.27, -0.26], [-1.31, 1.14, -1.17], [0.40, 0.66, -2.33], [1.60, 1.08, -5.07], [0.10, 1.10, -4.92], [-0.34, 0.21, -3.92], [1.94, 0.05, -5.18], [2.03, 1.41, -4.13], [1.91, 1.76, -5.87], [-0.40, 0.88, -5.86], [-0.20, 2.11, -4.63], [-1.26, 0.07, -4.15], [-4.19, 0.60, 1.04], [-5.69, 0.86, 0.97], [-5.98, 0.79, -0.45], [-3.98, -0.45, 0.83], [-3.87, 0.81, 2.06], [-3.66, 1.28, 0.37], [-5.98, 1.81, 1.41], [-6.22, 0.05, 1.48], [-6.93, 0.84, -0.61], [3.96, -2.48, -1.21], [2.71, -1.57, -1.19], [3.12, -0.23, -0.85], [4.50, -2.43, -0.27], [4.70, -2.21, -1.97], [3.74, -3.52, -1.44], [1.99, -1.95, -0.47], [2.18, -1.59, -2.14], [2.34, 0.33, -0.97], [-1.22, -1.73, 4.89], [-0.39, -0.58, 4.46], [-0.84, 0.60, 5.12], [-1.05, -1.92, 5.95], [-0.93, -2.58, 4.26], [-2.27, -1.51, 4.72], [-0.50, -0.46, 3.38], [0.68, -0.70, 4.63], [-0.46, 1.35, 4.66], [-1.76, 6.50, -2.56], [-1.36, 5.87, -1.19], [-2.02, 6.67, -0.25], [-1.60, 5.98, -3.50], [-1.28, 7.47, -2.68], [-2.82, 6.74, -2.62], [-0.29, 5.98, -1.02], [-1.65, 4.83, -1.04], [-2.71, 6.12, 0.14], [-0.49, -2.73, -1.87], [-1.72, -3.11, -2.65], [-2.11, -4.42, -2.33], [0.30, -3.48, -1.99], [-0.57, -2.68, -0.79], [-0.10, -1.74, -2.14], [-1.60, -3.08, -3.73], [-2.57, -2.44, -2.51], [-2.82, -4.65, -2.93], [3.88, 0.97, 3.86], [3.64, 1.03, 2.34], [4.29, -0.06, 1.68], [3.48, 0.01, 4.21], [3.37, 1.79, 4.38], [4.92, 1.04, 4.17], [3.97, 1.95, 1.86], [2.58, 0.94, 2.10], [4.00, -0.13, 0.77], [1.96, -4.34, 1.41], [1.47, -3.12, 2.19], [1.29, -3.44, 3.54], [1.26, -5.17, 1.56], [2.93, -4.64, 1.80], [2.01, -4.14, 0.34], [0.53, -2.80, 1.74], [2.24, -2.36, 2.06], [0.53, -4.02, 3.59]]}

***

(4)
{"formula": "C32H42N4O2OsPS2", "method": "wB97M-V/def2-TZVPD", "multiplicity": 5, "charge": 3, "homo_lumo_gap_ha": [0.270, 0.201], "homo_energy_ev": [-16.51, -16.84], "s_squared": 6.0320, "e_above_lowest_kcal_mol": 0.0, "symbols": ["Os", "O", "S", "O", "N", "C", "C", "C", "C", "C", "C", "C", "C", "N", "C", "C", "C", "C", "C", "C", "C", "H", "H", "H", "H", "H", "H", "H", "H", "H", "H", "H", "C", "C", "C", "C", "N", "C", "S", "N", "C", "C", "C", "C", "H", "H", "H", "H", "H", "H", "H", "H", "H", "H", "H", "H", "H", "H", "H", "H", "H", "H", "H", "H", "C", "P", "C", "C", "C", "C", "C", "C", "C", "H", "H", "H", "H", "H", "H", "H", "H", "H", "H", "H"], "xyz": [[-0.22, -0.18, -1.42], [-2.19, -3.42, -1.28], [-1.86, -2.34, -2.11], [-2.09, -0.98, -1.35], [-0.25, -2.09, -2.26], [0.78, -2.43, -3.19], [0.99, -3.63, -3.83], [2.14, -3.78, -4.63], [3.05, -2.74, -4.75], [2.87, -1.50, -4.10], [3.78, -0.42, -4.14], [3.52, 0.74, -3.41], [2.36, 0.80, -2.67], [1.46, -0.20, -2.63], [1.71, -1.38, -3.33], [-2.74, -2.37, -3.65], [-2.67, -1.36, -4.58], [-3.35, -1.50, -5.76], [-4.16, -2.61, -5.98], [-4.18, -3.66, -5.06], [-3.47, -3.54, -3.87], [0.28, -4.45, -3.75], [2.37, -4.74, -5.09], [3.92, -2.88, -5.37], [4.69, -0.48, -4.74], [4.18, 1.56, -3.44], [2.10, 1.64, -2.03], [-2.04, -0.50, -4.35], [-3.31, -0.70, -6.51], [-4.72, -2.70, -6.93], [-4.76, -4.58, -5.21], [-3.48, -4.32, -3.12], [2.33, 1.83, 4.98], [3.67, 1.13, 4.77], [3.60, -0.30, 4.18], [2.86, -0.35, 2.85], [1.38, -0.48, 3.06], [0.48, -0.79, 2.11], [1.04, -1.01, 0.47], [-0.82, -0.99, 2.37], [-1.47, -1.15, 3.67], [-1.64, 0.19, 4.42], [-1.87, -0.04, 5.92], [-3.20, -0.73, 6.23], [2.45, 2.73, 5.61], [1.62, 1.13, 5.47], [1.90, 2.13, 4.04], [4.18, 1.05, 5.75], [4.36, 1.74, 4.19], [3.06, -0.92, 4.91], [4.57, -0.76, 4.08], [3.12, -1.18, 2.20], [2.99, 0.55, 2.27], [0.99, -0.34, 3.99], [-1.42, -1.02, 1.54], [-0.78, -1.80, 4.24], [-2.36, -1.72, 3.47], [-2.48, 0.77, 4.04], [-0.76, 0.81, 4.21], [-1.87, 0.92, 6.43], [-1.07, -0.65, 6.35], [-4.02, -0.07, 5.99], [-3.28, -1.02, 7.28], [-3.29, -1.59, 5.60], [-0.60, 2.73, -3.27], [-1.00, 2.06, -1.64], [-2.75, 2.03, -1.42], [-0.18, 2.96, -0.33], [0.86, 3.80, -0.67], [1.54, 4.44, 0.36], [1.10, 4.35, 1.66], [0.07, 3.45, 1.98], [-0.56, 2.73, 0.99], [0.49, 2.74, -3.33], [-0.96, 3.75, -3.42], [-1.06, 2.09, -4.02], [-3.12, 3.05, -1.28], [-2.99, 1.41, -0.57], [-3.23, 1.58, -2.32], [1.14, 4.04, -1.69], [2.39, 5.06, 0.12], [1.54, 4.98, 2.43], [-0.29, 3.30, 3.00], [-1.38, 2.08, 1.25]]}

***

(5)
{"formula": "C4H8N2S", "method": "wB97M-V/def2-TZVPD", "charge": 0, "homo_lumo_gap_ha": [0.333, 0.214], "homo_energy_ev": [-8.74, -7.73], "e_above_lowest_kcal_mol": 181.0, "symbols": ["C", "C", "C", "C", "N", "N", "S", "H", "H", "H", "H", "H", "H", "H", "H"], "xyz": [[-2.79, -0.16, -0.19], [-0.04, 2.18, -1.15], [0.15, 1.16, 1.46], [-1.18, -2.44, -0.23], [-3.49, -1.08, -0.09], [-2.11, 0.89, -0.21], [-0.46, 0.82, -0.26], [0.61, 2.80, -0.57], [-0.32, 2.04, -2.10], [0.09, 0.29, 2.16], [1.25, 1.50, 1.65], [-0.55, 1.89, 1.83], [-1.48, -2.68, 0.72], [-1.64, -2.90, -1.04], [-0.42, -1.85, -0.57]]}

***

Going through the records in order, we get calculated total energy values of -8232.768, -218969.304, -37966.489, -77321.156, -18085.895 eV.